This record from the Open Molecules 2025 dataset describes the molecule C7H14S in a non-equilibrium geometry. The level of theory is wB97M-V/def2-TZVPD.

```
22
Properties=species:S:1:pos:R:3:forces:R:3:nbo_charge:R:1
C 0.45999 -1.54704 0.63411 -1.232 1.880 0.738 -0.41
C 1.20699 -0.22930 0.76842 -2.123 -0.992 -0.635 -0.21
C -0.05282 -0.37474 -0.16905 0.211 -2.185 0.105 -0.07
C 2.52562 0.02530 0.16155 2.233 -1.969 2.190 -0.61
C -0.18627 -0.43440 -1.73521 3.365 -0.314 1.782 -0.61
C -1.19125 1.76779 0.15296 -1.389 1.399 1.202 -0.64
C -1.24167 0.31771 0.39053 -1.661 -1.712 1.915 -0.23
S -2.93851 -0.37111 -0.23763 0.775 0.104 0.644 -0.13
H 0.96481 -2.26641 0.11855 1.229 -1.961 -1.466 0.20
H -0.22517 -1.94591 1.37496 0.333 0.204 0.367 0.21
H 1.01614 0.24488 1.71851 -0.149 0.506 -0.069 0.21
H 2.44652 0.86202 -0.42269 0.272 2.272 -1.505 0.21
H 2.89658 -0.79720 -0.44320 -0.239 -0.169 -0.313 0.21
H 3.36511 0.15345 0.93568 -1.307 0.079 -0.931 0.21
H 0.16390 0.55069 -1.93034 0.235 0.766 -1.517 0.21
H -1.17638 -0.54819 -1.97927 -2.421 -0.019 -0.475 0.22
H 0.33135 -1.23803 -2.33003 0.079 0.925 1.033 0.22
H -1.53252 2.12955 -0.81798 0.101 -0.195 0.042 0.22
H -0.18376 2.06291 0.35757 0.680 0.630 -0.033 0.21
H -1.84294 2.18376 0.95864 0.398 0.377 -0.914 0.22
H -1.31256 0.13301 1.53349 0.282 0.220 -1.840 0.22
H -3.49315 -0.67874 0.96042 0.331 0.154 -0.321 0.13
```
Positions in Å, forces in eV/Å.

Computed properties:
- E_tot (Ha) = -673.225882
- energy above the lowest of the compared OMol25 structures with the same formula, charge and spin (kJ/mol) = 185.2
- structure (SMILES) = C[C@@H]1C[C@@]1(C)[C@@H](C)S